No. 1
Below is the ion C5H12NO with charge -1, with properties calculated with ωB97M-V/def2-TZVPD.

XYZ file:
```
19
Properties=species:S:1:pos:R:3:forces:R:3:nbo_charge:R:1
H 2.388 1.387 0.045 0.0 0.0 -0.1 0.057
H -2.598 -1.683 -1.310 0.0 0.1 -0.1 0.178
C -0.722 1.024 0.800 0.0 0.7 -0.6 -0.638
N -1.037 -0.284 -1.318 -0.2 0.0 0.2 -0.638
H 1.574 -0.876 -1.001 -0.1 0.1 -0.2 0.159
C 1.160 -0.391 -0.104 0.4 -0.1 0.7 -0.466
C 2.297 0.420 0.623 -0.1 -0.2 -0.3 0.006
H -2.770 -0.403 -0.123 0.0 0.1 0.1 0.185
O 2.094 0.581 1.930 0.0 0.1 0.2 -0.952
H 0.296 1.284 -1.044 -0.1 -0.1 0.1 0.171
H -1.643 -1.747 0.156 0.0 0.2 0.0 0.161
H -1.453 1.796 0.513 0.0 -0.2 0.0 0.174
H 0.941 -1.170 0.639 -0.2 -0.1 -0.2 0.194
H 0.064 1.495 1.390 0.0 -0.2 0.2 0.277
H 3.234 -0.147 0.344 0.0 0.1 0.1 0.061
C -2.046 -1.053 -0.605 0.2 -0.6 -0.1 -0.414
H -1.223 0.266 1.384 0.0 -0.2 0.4 0.191
C -0.070 0.433 -0.446 0.2 0.3 -0.1 -0.048
H -0.487 -0.931 -1.870 0.0 0.0 -0.1 0.342
```
Positions in Å, forces in eV/Å.

Calculated values
- Net charge: -1
- LUMO energy: 3.85 eV
- ΔE to the lowest compared entry with this formula, charge and spin: 59.3 kJ/mol

---

No. 2
Below is an isolated molecule of C2H4O3S, with properties calculated with ωB97M-V/def2-TZVPD.

XYZ file:
```
10
Properties=species:S:1:pos:R:3:forces:R:3:nbo_charge:R:1
C -0.265 0.401 -1.184 -4.8 -0.1 1.8 -0.366
O 1.609 1.510 0.445 -0.6 -0.8 0.4 -0.876
H -0.822 1.142 -1.906 1.9 -0.8 1.8 0.262
O 1.717 -0.909 -0.223 1.2 -0.3 0.0 -0.924
O -1.382 0.062 0.114 1.5 0.8 -3.0 -0.549
C -0.432 -0.406 1.020 -1.1 1.1 1.4 -0.323
H -0.352 -0.593 -1.545 0.6 -0.6 -1.1 0.217
H -0.733 0.018 1.972 0.6 0.2 0.5 0.213
S 0.978 0.253 0.143 0.5 0.9 -1.2 2.136
H -0.318 -1.478 1.163 0.2 -0.2 -0.5 0.209
```
Positions in Å, forces in eV/Å.

Calculated values
- Net charge: 0
- LUMO energy: 0.01 eV
- ΔE to the lowest compared entry with this formula, charge and spin: 302.0 kJ/mol

---

No. 3
Below is a structure of composition C31H60N3O6Pb, with properties calculated with ωB97M-V/def2-TZVPD.

XYZ file:
```
101
Properties=species:S:1:pos:R:3:forces:R:3:mulliken_charge:R:1
H 2.057 3.295 4.606 0.2 0.2 0.0 0.375
C -5.117 -1.172 -2.222 0.5 0.1 -0.7 -0.859
H -5.078 -0.753 -3.234 -0.4 -0.6 -0.3 0.478
H -4.830 1.861 0.619 -0.2 -0.2 -0.4 0.563
N 0.773 0.726 -1.896 0.8 -1.3 0.6 1.155
O 3.969 -2.496 0.090 0.4 0.1 0.8 -0.368
C -3.998 -2.228 -2.100 0.2 2.1 0.3 -0.816
C -4.400 -3.472 -0.015 0.7 -1.0 0.6 -2.026
H 3.741 1.646 3.801 -0.1 0.3 0.4 0.479
H 0.816 3.520 1.866 0.1 -0.5 -0.1 0.278
C 1.852 0.644 3.759 0.9 0.2 -0.4 1.264
C 4.978 -2.757 -0.898 0.0 -0.7 0.1 0.419
H -0.460 2.346 -3.744 0.4 -0.1 0.3 0.307
H -5.806 0.667 -1.401 0.0 0.1 0.3 0.339
H 2.735 0.042 5.662 0.2 0.3 0.0 0.448
H 2.872 3.842 3.106 -0.4 0.5 0.2 0.419
H 6.224 -4.331 -1.442 0.5 -0.3 0.6 0.398
H 0.336 -1.720 -2.436 0.2 0.2 0.0 0.161
H 5.646 -4.355 0.363 0.8 0.0 -0.2 0.353
C 3.049 1.634 -2.463 -1.7 -0.6 -2.3 -1.086
H -1.335 3.294 4.781 0.0 0.1 -0.7 0.356
H 2.089 2.406 -4.208 -0.2 -0.1 -0.2 0.384
H -1.644 1.540 4.673 -0.1 0.1 0.1 0.337
N 0.517 0.783 3.139 0.9 0.1 -1.1 1.757
O -0.311 -0.321 3.371 -0.1 -0.1 -0.4 -0.997
H -3.173 1.525 0.096 0.0 -0.1 -0.1 0.054
H -1.178 -1.221 -3.196 0.0 0.3 0.4 -0.483
C -3.448 -2.411 -0.642 -0.9 -0.6 -0.7 2.020
H -5.471 -1.145 1.778 0.1 0.1 0.0 0.248
C -0.888 2.323 4.564 -0.1 -1.4 0.3 -1.759
H -0.769 1.129 -4.950 0.2 -0.2 0.0 0.396
H -2.148 -3.792 -1.617 0.3 0.3 -0.4 0.456
H -1.754 -3.544 0.014 0.4 0.4 0.1 0.332
H -4.275 -3.561 1.067 0.0 0.5 0.1 0.353
C -0.644 1.281 -3.871 -0.5 -0.6 -0.5 -1.350
H 1.791 3.981 -1.154 1.0 -0.5 -0.3 0.528
C 1.881 0.612 5.291 -1.1 -1.3 0.2 -1.990
H 4.070 -3.573 -2.654 -0.3 0.2 -0.1 0.340
N -3.367 -1.190 0.161 0.7 0.6 -2.4 1.906
C 5.446 -4.177 -0.691 -0.7 -0.2 -0.6 -1.528
H 0.143 -1.607 -4.192 0.2 0.0 0.0 0.383
H 2.338 -0.976 2.208 -0.4 0.8 -0.1 -0.429
H -1.290 -2.240 -1.155 -0.2 0.0 -0.3 -0.544
H -3.195 -1.840 -2.734 0.2 -0.1 0.1 -0.315
C 2.151 3.136 3.529 0.3 -0.1 -0.2 -0.942
O 2.993 -2.015 -1.800 -1.2 -0.2 -0.2 -0.221
C 2.341 1.520 -0.169 0.5 -0.3 1.6 -1.656
H 3.596 -0.727 3.331 0.0 0.7 0.3 0.434
H -4.118 0.730 -1.830 0.2 -0.3 -0.2 0.315
H -3.774 1.020 1.677 0.1 -0.2 -0.1 0.506
O 1.843 -1.713 0.077 1.0 -1.1 0.0 -0.477
C -5.754 -0.698 0.823 0.9 0.5 0.2 -1.898
C -0.091 -1.122 -3.237 -0.9 -0.6 -0.7 -0.968
H -0.737 2.141 1.046 0.2 -0.3 0.1 -0.125
H 4.592 -1.896 -2.964 0.4 -0.2 0.2 0.366
H 5.858 -2.123 -0.773 -0.5 0.5 0.1 0.329
H 2.171 -1.554 3.779 -0.3 0.3 0.3 0.370
H -1.933 1.355 2.167 0.2 -0.1 -0.3 0.264
H -5.459 -3.352 -0.241 0.1 0.4 -0.1 0.332
H 1.638 1.351 0.652 -0.4 0.1 -0.4 -0.189
C 2.776 1.793 3.302 0.0 -1.5 -0.4 -1.182
C -1.188 2.143 2.041 -0.9 -0.2 0.8 -2.382
O -2.818 -1.394 1.433 0.5 0.2 -0.3 -1.023
C -4.035 1.109 0.620 0.4 0.5 1.2 -1.839
C 1.198 3.153 -1.576 -0.3 1.5 0.5 -1.850
H 2.185 -0.668 -3.960 0.5 0.2 0.7 0.144
H 3.072 0.711 -0.043 -0.2 -0.3 -0.5 0.178
H 3.435 1.393 -4.648 0.2 0.1 0.2 0.413
H 0.870 3.558 -2.535 -0.1 -0.5 -0.1 0.312
C -4.456 -0.224 0.060 -1.5 -0.4 0.3 1.210
C 4.202 -2.581 -2.206 0.7 0.0 -0.5 -0.675
H 1.452 0.113 -5.195 -0.5 0.6 0.0 0.557
H 0.282 4.114 3.388 -0.1 0.1 -0.1 0.562
H -1.754 3.079 2.102 0.1 0.1 0.1 0.730
H -6.331 -1.436 0.269 -0.1 0.2 -0.1 0.321
C 1.688 0.294 -4.140 -0.1 -0.9 0.1 -1.123
H 1.009 0.001 5.558 0.0 0.1 0.2 0.361
H -4.159 -4.491 -0.348 0.1 0.1 -0.4 0.448
C 2.836 -2.090 -0.471 -0.2 1.2 -0.7 -0.109
H 2.914 2.384 0.187 -0.1 0.3 -0.4 0.691
H -4.308 -3.174 -2.542 0.0 -0.2 0.3 0.459
H 0.381 3.288 -0.860 -0.5 -0.9 -0.4 0.086
H 3.594 0.704 -2.301 0.4 0.3 0.8 0.070
C 2.505 -0.660 3.241 -0.1 -1.4 0.2 -1.153
H -0.194 2.151 5.389 0.1 0.0 -0.1 0.346
C 1.790 1.718 -1.567 0.2 1.1 0.0 1.747
Pb -0.386 -0.743 0.863 -2.0 0.7 1.4 2.278
O -0.347 0.846 -1.056 -0.1 -0.2 0.2 -0.728
H -6.311 0.221 1.018 -0.5 -0.3 0.0 0.531
H 1.783 1.565 5.803 0.2 0.1 -0.1 0.316
H -1.630 1.075 -3.452 0.1 0.1 0.3 -0.056
H 4.652 -4.885 -0.947 -0.1 0.1 0.0 0.376
H 3.599 2.571 -2.422 0.5 -0.3 0.5 0.467
C -4.882 0.084 -1.392 0.4 -1.0 0.6 -1.163
H -6.087 -1.646 -2.067 -0.2 0.3 0.2 0.396
C 2.599 1.473 -3.945 0.0 0.8 0.2 -1.072
C 0.412 0.306 -3.263 0.4 1.7 0.1 1.780
C -2.030 -2.986 -0.888 -1.2 -1.3 1.5 -1.577
C 0.754 3.245 2.921 0.6 0.6 0.3 -1.277
H 3.059 1.564 2.267 -0.4 0.6 -0.1 0.233
C -0.194 2.054 3.198 0.6 1.7 -0.1 2.022
```
Positions in Å, forces in eV/Å.

Calculated values
- Net charge: -1
- LUMO energy: 2.03 eV

---

No. 4
Below is a structure of composition C31H32As2ClIN2O4W, with properties calculated with ωB97M-V/def2-TZVPD.

XYZ file:
```
74
Properties=species:S:1:pos:R:3:forces:R:3:mulliken_spin:R:1
C -3.280 2.404 -2.853 0.0 0.0 0.0 -0.001
H 4.406 -3.785 3.432 0.0 0.0 0.0 -0.005
H 3.555 2.601 -4.267 0.0 0.0 0.0 0.000
O -0.591 -1.686 1.539 0.2 -0.1 -0.2 0.263
N 1.253 0.215 2.058 0.2 -0.1 0.0 0.112
C 2.511 3.648 2.690 0.0 0.0 0.0 0.028
H -1.597 4.262 -0.786 0.0 0.0 0.0 0.000
H -0.626 -2.047 -2.431 0.0 0.0 0.0 -0.001
O 4.559 -2.061 2.257 0.0 0.0 0.0 0.000
H 2.644 -5.262 3.082 0.0 0.0 0.0 -0.004
Cl 5.947 1.112 -4.442 0.0 0.0 0.0 0.001
H -3.860 0.249 -5.404 0.0 0.0 0.0 0.000
C 2.516 2.270 2.805 0.0 0.1 0.0 -0.036
H -2.031 -3.103 -2.141 0.0 0.0 0.0 0.001
H 5.306 -0.939 -2.618 0.0 0.0 0.0 0.000
C -3.585 0.594 -4.417 0.0 0.0 0.0 0.000
C 1.609 -2.123 2.402 0.0 0.1 0.0 0.087
H 1.552 5.357 1.839 0.0 0.0 0.0 0.001
H -3.934 2.657 -4.876 0.0 0.0 0.0 0.000
H -2.224 -3.513 2.451 0.0 0.0 0.0 0.007
H -3.355 4.236 -0.521 0.0 0.0 0.0 -0.001
C 0.520 3.571 1.286 0.0 -0.1 -0.1 0.055
C -0.140 -3.878 2.194 -0.1 0.1 0.0 0.237
H -4.429 0.755 1.025 0.0 0.0 0.0 -0.001
H 3.272 1.761 3.387 0.0 0.0 0.0 -0.001
C 3.329 -0.470 -1.919 0.0 0.0 -0.1 0.006
C 2.340 1.541 -2.850 0.0 0.0 0.0 0.004
C 4.530 0.849 -3.508 0.1 0.0 0.0 0.007
C -3.750 -1.828 0.050 -0.1 0.0 -0.1 -0.001
W -0.487 0.318 0.772 -0.2 0.0 0.6 0.764
H -1.746 -5.237 2.363 0.0 0.0 0.0 0.004
C 0.279 -2.486 2.005 -0.1 -0.1 0.1 0.046
I -1.950 0.548 3.096 0.1 0.0 -0.1 0.064
H 3.881 -2.283 4.159 0.0 0.0 0.0 0.003
H -4.000 -2.732 -0.504 0.0 0.0 0.0 0.000
N 0.715 -4.809 2.552 -0.1 0.1 0.0 -0.103
H -4.956 2.200 0.114 0.0 0.0 0.0 0.000
H -2.278 4.324 0.873 0.0 0.0 0.0 0.000
H -3.149 -1.373 -3.702 0.0 0.0 0.0 0.000
C -4.214 1.796 0.802 0.0 0.0 -0.1 0.002
C -2.389 3.916 -0.127 -0.1 0.0 -0.1 -0.001
C -2.828 0.136 -2.189 0.0 0.0 0.0 0.003
C 2.265 0.431 -2.006 -0.1 -0.2 -0.1 0.011
H -0.184 4.138 0.704 0.0 0.0 0.0 0.003
H 5.099 -2.624 1.694 0.0 0.0 0.0 0.000
C 2.002 -0.726 2.481 -0.1 0.0 0.1 -0.010
C 1.500 1.604 2.139 -0.2 -0.3 -0.1 -0.042
C -1.290 -2.456 -1.672 -0.1 0.0 -0.1 0.001
As -2.206 -1.004 -0.782 0.2 -0.1 0.0 -0.016
O 0.922 -0.787 -0.414 0.0 0.3 0.2 0.008
C 3.885 -2.850 3.224 0.0 0.1 0.0 -0.012
C -3.185 -0.320 -3.451 0.0 0.0 0.0 0.000
H 1.511 2.234 -2.907 0.0 0.0 0.0 0.001
H -1.792 -4.238 0.906 0.0 0.0 0.0 0.016
H 3.257 -1.326 -1.261 0.0 0.0 0.0 0.000
C 1.971 -4.454 2.815 0.1 0.0 0.0 0.299
C 0.475 2.183 1.396 0.0 0.3 0.0 0.065
C -3.627 1.948 -4.119 0.0 0.0 0.0 0.000
C -1.563 -4.239 1.976 0.0 -0.1 0.0 0.014
O 0.150 1.096 -1.097 0.0 0.0 -0.1 0.005
H 3.270 4.239 3.183 0.0 0.0 0.0 0.001
H -3.323 3.465 -2.647 0.0 0.0 0.0 0.000
C 1.085 0.224 -1.193 0.1 0.1 0.0 0.039
H -4.592 -1.143 -0.004 0.0 0.0 0.0 -0.001
C 1.527 4.278 1.929 0.0 0.1 0.0 0.011
C -2.876 1.494 -1.884 -0.1 0.0 0.0 0.006
H -0.705 -3.025 -0.955 0.0 0.0 0.0 0.003
C 4.467 -0.260 -2.669 0.0 0.0 0.0 -0.003
H 2.943 -0.485 2.964 0.0 0.0 0.0 0.003
C 2.461 -3.129 2.804 0.0 0.0 0.0 0.063
As -2.484 1.988 -0.052 0.2 0.0 0.1 0.000
C 3.474 1.751 -3.605 0.0 0.0 0.0 -0.004
H -3.541 -2.071 1.089 0.1 0.0 0.0 0.000
H -4.222 2.355 1.735 0.0 0.0 0.0 -0.001
```
Positions in Å, forces in eV/Å.

Calculated values
- 2S+1: 3
- Net charge: +2
- LUMO energy (alpha / beta): -6.35 / -8.76 eV
- ΔE to the lowest compared entry with this formula, charge and spin: 0.0 kJ/mol

---

No. 5
Below is a structure of composition C12H28BBiN2O2P2, with properties calculated with ωB97M-V/def2-TZVPD.

XYZ file:
```
48
Properties=species:S:1:pos:R:3:forces:R:3:nbo_charge:R:1
C -2.022 2.029 -0.131 -0.4 -0.6 -0.5 -0.734
H -0.300 -2.300 -3.178 -0.2 -0.1 0.6 0.251
C -1.642 -1.384 -1.730 0.4 0.5 -0.1 0.247
H 2.475 -2.489 -3.119 0.1 -0.2 0.1 0.238
H -0.579 1.956 2.530 0.3 0.2 -0.4 0.271
C -2.330 0.655 -0.804 -0.6 -0.5 0.9 0.251
O -0.687 -2.489 2.435 -1.3 -1.8 0.3 -1.053
C 2.407 -2.872 -2.094 0.0 -0.2 -0.4 -0.944
H -2.417 2.816 -0.812 0.3 -0.5 0.3 0.253
H 0.555 4.662 -0.599 -0.1 0.0 0.0 0.253
H 1.839 -2.906 0.906 -0.1 0.1 0.0 0.261
C -0.385 4.107 -0.603 0.2 0.5 0.1 -0.925
C 0.916 -2.953 0.321 0.3 0.4 0.0 -0.984
H -3.088 -2.696 -2.559 -0.2 0.3 0.0 0.234
H 6.208 2.053 -0.673 -0.4 -0.3 0.5 0.034
H 2.220 -3.956 -2.103 0.2 0.3 0.0 0.242
H -4.486 0.972 -0.699 0.6 -0.6 0.1 0.234
H 6.432 0.517 0.640 -0.4 0.3 -0.1 0.041
O -3.229 0.187 4.082 2.2 1.2 -1.6 -0.937
H -0.157 -1.918 3.005 0.3 0.8 1.5 0.505
P -0.210 2.444 0.133 -2.4 2.2 0.8 0.879
H -0.342 3.720 2.226 -0.1 -0.4 -0.2 0.249
H 0.671 -4.017 0.169 0.0 0.4 -0.3 0.240
H -3.836 -0.032 3.361 0.2 0.0 0.1 0.451
H 1.036 2.609 2.205 -0.3 -0.1 -0.1 0.275
N 3.196 0.955 0.137 1.3 0.5 -0.2 -0.740
C 4.337 1.220 0.239 -1.7 -0.4 -0.1 0.496
H -1.149 4.666 -0.040 0.3 0.0 -0.2 0.236
H 1.647 1.466 -2.701 0.1 0.2 -0.7 -0.218
H -0.831 -3.394 -1.829 0.2 0.6 -0.3 0.257
P 1.117 -1.984 -1.183 -0.8 -3.5 -0.9 0.875
C -0.518 -2.359 -2.087 0.6 0.3 0.1 -0.722
H -2.611 2.193 0.806 0.5 -0.5 -0.5 0.272
H -2.346 0.489 3.611 -2.5 -1.3 1.6 0.474
C -2.949 -1.732 -2.071 0.7 -0.2 0.5 -0.247
N -1.318 -0.182 -1.157 -1.1 -0.2 -0.5 -0.528
H -0.853 -3.304 2.983 0.2 1.4 -0.6 0.482
C -3.986 -0.904 -1.684 0.2 0.5 0.6 -0.120
H -5.009 -1.175 -1.924 0.1 0.1 0.1 0.234
H -0.721 3.994 -1.642 0.2 0.0 0.2 0.240
H 3.344 -2.655 -1.566 -0.1 -0.2 -0.2 0.261
H 0.124 -2.478 0.926 0.3 -0.5 -0.1 0.323
C -0.026 2.704 1.936 0.3 0.0 0.4 -0.947
H 0.168 -1.061 4.694 0.0 0.1 -0.7 -0.808
C -3.684 0.255 -0.949 0.4 0.7 -1.1 -0.251
B 5.815 1.556 0.401 1.5 0.4 -0.1 -0.626
Bi 1.260 0.648 -1.127 0.9 0.2 1.3 1.179
H 5.942 2.365 1.318 -0.2 -0.3 -0.3 0.045
```
Positions in Å, forces in eV/Å.

Calculated values
- Net charge: 0
- LUMO energy (alpha / beta): -1.26 / -1.26 eV
- ΔE to the lowest compared entry with this formula, charge and spin: 51.4 kJ/mol

---

Asked for strongest force on any atom across the records above, the calculation gives 0.9 5.1 2.9 0.6 3.7 eV/A in order.